Entry from OMol25: a molecular structure, C7H28FN14NiO7 at a distorted geometry (ωB97M-V/def2-TZVPD).

Its spin multiplicity is 3. As for the net charge: +1. The expectation value of S² is 2.0031. As for the lowest unoccupied orbital energy (spin up / spin down): -2.0280 / -2.4066 eV.

XYZ file:
```
58
Properties=species:S:1:pos:R:3:forces:R:3:lowdin_spin:R:1
Ni -0.748 -0.911 -1.851 0.7 1.8 1.3 1.819
F 0.030 0.438 -0.559 -0.5 -0.7 -0.3 0.062
C -3.313 0.762 -1.079 6.3 -1.9 1.5 0.004
O -2.707 -0.260 -1.621 -1.0 2.2 1.0 0.036
N -2.727 1.616 -0.171 0.3 -1.3 -1.2 0.000
N -4.536 0.949 -1.307 -5.1 0.5 -1.4 0.001
H -3.236 2.239 0.439 0.1 -0.2 -0.4 0.000
H -1.751 1.421 0.004 0.4 0.3 0.0 0.000
H -5.003 0.222 -1.830 -0.2 0.4 -0.1 0.000
H -4.995 1.817 -1.067 -0.1 -0.4 -0.1 0.000
C 2.495 -1.465 -1.826 -0.2 2.6 0.8 0.003
O 1.294 -1.588 -2.110 -0.2 -1.1 -0.3 0.019
N 3.433 -2.370 -1.948 -1.1 -2.9 -1.5 0.001
N 3.024 -0.342 -1.336 0.2 3.0 0.2 0.000
H 4.338 -2.391 -1.501 -0.5 -0.1 0.1 0.000
H 2.883 -3.165 -2.242 1.4 -1.2 0.0 0.000
H 2.476 0.507 -1.357 -0.6 -0.2 0.2 0.000
H 3.962 -0.123 -1.640 0.1 -0.3 0.4 0.000
C -0.298 1.108 -4.315 -1.4 -3.0 0.2 0.004
O -0.637 0.311 -3.461 -1.1 -0.9 2.6 0.021
N 0.782 0.935 -4.964 5.2 0.5 -2.0 0.000
N -1.133 1.847 -4.969 -3.7 2.8 -0.7 0.000
H 0.869 1.606 -5.713 1.2 -0.6 0.0 0.000
H 1.559 0.422 -4.572 -0.1 0.3 -0.2 0.000
H -0.859 2.449 -5.732 -0.3 -0.2 0.3 0.000
H -2.107 1.627 -4.815 0.1 0.6 -0.1 0.000
C 0.964 3.655 0.748 -0.1 -2.4 -1.8 0.000
O 0.346 3.972 -0.215 -3.1 1.4 -3.5 0.000
N 1.632 4.523 1.392 2.5 5.7 3.8 0.000
N 1.193 2.405 1.000 0.6 -3.0 1.6 0.002
H 1.979 4.477 2.339 -0.1 -0.6 -0.2 0.000
H 1.283 5.441 1.157 0.3 0.2 0.1 0.000
H 0.840 1.762 0.305 -0.1 -0.6 0.4 0.001
H 1.669 2.173 1.860 -0.2 -0.7 -0.4 0.000
C 2.640 -1.544 2.422 1.0 0.2 -0.9 0.000
O 3.530 -2.092 1.875 3.9 -3.5 -1.4 0.000
N 1.985 -0.659 1.811 -4.2 4.9 -4.4 0.000
N 2.202 -1.689 3.607 -0.7 -3.0 6.6 0.000
H 1.118 -0.362 2.235 0.2 0.5 -0.3 0.000
H 2.052 -0.713 0.805 -0.1 0.6 0.1 0.000
H 1.718 -0.992 4.153 0.0 0.0 -0.3 0.000
H 2.647 -2.466 4.075 -0.1 0.4 0.6 0.000
C -0.933 0.551 3.644 5.6 0.0 -4.4 0.000
O 0.278 0.840 3.736 -0.2 -0.2 1.1 0.000
N -1.370 0.009 2.550 -1.1 -2.2 -3.3 0.000
N -1.838 0.828 4.437 -3.7 2.4 7.4 0.000
H -0.734 -0.062 1.769 -0.5 -0.2 -0.3 0.000
H -2.266 -0.453 2.617 0.3 -0.1 -0.9 0.000
H -2.844 0.852 4.348 0.5 -0.1 -0.2 0.000
H -1.382 1.206 5.256 -1.0 0.3 0.6 0.000
C -1.219 -3.247 0.215 -0.9 -0.5 -1.7 0.004
O -1.251 -2.246 -0.431 0.7 4.6 -2.5 0.020
N -0.711 -3.375 1.354 2.9 1.6 5.1 0.000
N -1.759 -4.299 -0.219 -3.0 -5.7 -2.3 0.001
H -0.234 -2.502 1.529 0.6 -0.4 1.5 0.000
H -0.719 -4.221 1.906 0.4 0.6 0.0 0.000
H -2.093 -4.365 -1.169 -0.1 -0.1 0.4 0.000
H -1.818 -5.069 0.432 -0.3 -0.3 -0.9 0.000
```
Forces are in eV/Å.

=====

Entry from OMol25: a molecular structure, C30H46BrN3P2Pd at a distorted geometry (ωB97M-V/def2-TZVPD).

Its spin multiplicity is 3. As for the net charge: +2. The expectation value of S² is 2.0142. As for the lowest unoccupied orbital energy (spin up / spin down): -5.3794 / -8.7140 eV.

XYZ file:
```
83
Properties=species:S:1:pos:R:3:forces:R:3:lowdin_spin:R:1
C 0.348 -1.820 -5.267 -0.4 0.7 -0.2 -0.001
C 0.632 -0.525 -4.763 -0.3 0.0 -0.6 -0.001
C -0.042 0.604 -5.294 -0.2 -0.9 -0.2 -0.001
C -1.073 0.359 -6.218 0.8 0.1 0.4 0.000
N -1.395 -0.867 -6.617 -0.4 -0.1 -0.2 0.000
C -0.715 -1.925 -6.179 0.7 0.2 0.2 0.000
C 1.584 -0.347 -3.705 1.6 0.3 1.0 -0.009
C 2.424 -0.177 -2.833 -1.0 -0.3 -0.6 0.000
C 3.094 -0.023 -1.561 0.2 -0.1 0.6 -0.005
C 2.432 -0.574 -0.445 -0.7 -0.1 0.0 0.047
C 2.761 -0.239 0.885 0.2 0.3 -0.4 0.028
C 3.804 0.683 1.048 0.2 -0.2 0.5 0.042
C 4.696 0.934 -0.004 -0.4 0.2 0.4 -0.003
C 4.334 0.627 -1.323 -0.9 -0.4 0.1 0.056
Pd 0.688 0.031 1.763 -2.6 0.0 -0.7 1.053
P -1.180 -0.455 0.036 -0.2 -0.5 -1.5 0.273
H 0.244 1.625 -5.034 -0.1 -0.4 0.1 0.000
H 0.951 -2.698 -5.016 -0.3 0.4 0.2 0.000
H -1.625 1.206 -6.646 0.2 -0.5 0.1 0.000
H -0.991 -2.901 -6.598 0.1 0.4 0.2 0.000
H 4.959 0.898 -2.177 -0.1 0.0 0.4 0.002
H 1.559 -1.219 -0.621 0.7 0.5 0.0 0.001
H 5.649 1.390 0.208 0.0 0.4 0.0 -0.001
H 2.330 -0.724 1.844 1.6 -0.1 -1.5 0.015
C -2.726 -0.635 1.033 0.3 0.0 0.2 0.042
C -4.097 -0.591 0.349 -0.4 0.0 0.0 0.015
H -2.672 0.167 1.794 0.0 -0.4 -0.1 0.005
H -2.609 -1.598 1.559 0.0 0.3 0.0 0.000
H -4.861 -0.650 1.134 0.2 0.0 -0.2 0.003
H -4.277 0.343 -0.198 0.1 -0.3 0.1 0.000
H -4.271 -1.448 -0.317 0.2 0.4 0.1 0.000
C -1.434 0.682 -1.426 0.2 0.3 0.9 0.027
C -2.398 0.228 -2.528 -0.1 -0.1 -0.2 0.013
H -0.417 0.784 -1.847 -0.3 0.1 0.2 0.001
H -1.734 1.660 -1.012 0.1 -0.3 -0.3 0.000
H -2.628 1.104 -3.145 0.0 -0.1 0.1 0.003
H -1.924 -0.497 -3.204 -0.2 0.1 0.3 0.000
H -3.350 -0.173 -2.148 0.4 0.1 -0.2 0.000
C -0.824 -2.027 -0.877 0.3 0.0 0.5 0.033
C -1.994 -2.907 -1.310 -0.2 -0.2 -0.2 0.013
H -0.168 -2.603 -0.203 -0.3 0.1 -0.4 0.002
H -0.238 -1.717 -1.761 -0.1 -0.1 0.3 0.000
H -1.569 -3.824 -1.740 -0.2 0.2 0.1 0.003
H -2.627 -3.205 -0.465 0.1 0.1 -0.2 0.000
H -2.613 -2.440 -2.089 0.2 -0.1 0.4 0.000
Br 3.846 1.522 2.805 0.7 -0.6 -1.1 0.022
P 0.119 2.348 1.530 0.3 0.5 0.5 0.142
C -1.564 3.037 1.204 -0.1 -0.4 -0.3 0.025
C -2.061 4.131 2.147 -0.1 0.2 0.1 0.006
H -2.248 2.175 1.214 0.0 0.3 0.0 0.002
H -1.555 3.421 0.171 0.0 -0.2 0.3 0.001
H -3.116 4.333 1.938 0.1 -0.1 0.0 0.001
H -1.987 3.840 3.197 0.0 0.1 -0.1 0.000
H -1.530 5.079 2.002 0.0 -0.3 0.1 0.000
C 0.513 2.626 3.300 0.2 0.2 0.3 0.036
C 1.242 3.913 3.670 0.2 0.4 0.3 0.011
H 1.152 1.769 3.579 -0.3 0.4 0.1 0.012
H -0.422 2.538 3.873 0.2 -0.1 -0.2 0.001
H 1.548 3.874 4.720 -0.1 0.0 -0.1 0.001
H 2.165 4.070 3.099 -0.3 -0.1 0.0 0.001
H 0.613 4.802 3.565 0.0 -0.2 -0.1 0.000
C 1.242 3.293 0.445 0.1 -0.1 -0.1 0.012
C 0.948 4.792 0.293 0.2 0.1 0.0 0.005
H 1.151 2.787 -0.530 0.2 0.1 0.2 0.001
H 2.266 3.111 0.809 -0.3 0.1 -0.1 0.000
H 1.707 5.235 -0.357 -0.1 -0.1 0.0 0.001
H -0.020 4.989 -0.179 0.1 -0.1 0.2 0.000
H 0.999 5.328 1.246 -0.1 -0.1 -0.1 0.000
C -0.822 -4.669 4.474 -0.3 -0.5 0.3 0.000
C -0.061 -3.994 3.403 0.7 -0.4 -0.5 0.002
C 0.820 -4.484 2.444 -0.1 0.7 -0.1 0.002
C 1.279 -3.363 1.717 -0.7 -0.2 1.1 0.001
N 0.709 -2.236 2.220 0.4 -0.4 -0.5 0.046
N -0.103 -2.675 3.207 -0.6 1.1 0.9 0.007
C 2.233 -3.468 0.590 0.6 -0.1 -0.3 0.000
H -1.091 -5.678 4.124 0.0 0.4 0.2 0.000
H -0.222 -4.796 5.395 -0.3 0.2 -0.4 0.000
H -1.737 -4.103 4.702 0.2 -0.3 0.1 0.000
H 1.115 -5.505 2.260 -0.1 0.0 0.1 0.000
H -0.646 -2.001 3.764 0.6 -0.7 -0.5 0.003
H 2.470 -4.529 0.435 -0.1 0.3 0.0 0.000
H 1.832 -3.079 -0.350 0.1 -0.2 0.2 0.000
H 3.180 -2.948 0.793 -0.3 -0.1 -0.1 0.000
```
Forces are in eV/Å.

=====

Entry from OMol25: a molecular structure, C11H19Br9O4S2 at a distorted geometry (ωB97M-V/def2-TZVPD).

Its spin multiplicity is 2. As for the net charge: +1. The expectation value of S² is 0.7575. As for the lowest unoccupied orbital energy (spin up / spin down): -2.9356 / -9.1703 eV.

XYZ file:
```
45
Properties=species:S:1:pos:R:3:forces:R:3:lowdin_spin:R:1
C -14.509 -16.411 15.892 -0.1 -0.9 1.4 0.000
Br -16.371 -16.791 16.584 1.2 0.2 -0.8 0.039
Br -14.238 -16.523 14.010 -0.3 0.1 0.3 0.000
Br -13.235 -17.669 16.848 -1.0 1.1 -0.7 0.007
H -14.311 -15.400 16.248 0.1 -0.3 -0.1 0.000
C -13.858 -8.521 11.638 -0.1 0.2 -0.6 0.000
Br -14.203 -9.982 10.291 0.5 0.9 1.3 0.000
Br -12.551 -7.190 10.905 -0.9 -1.2 0.8 0.000
Br -13.506 -9.070 13.507 0.2 0.2 -1.2 0.001
H -14.823 -8.023 11.724 0.4 0.0 -0.2 0.000
C -20.628 -8.225 17.555 -0.4 0.7 -1.3 0.000
Br -18.773 -8.821 17.561 -0.8 0.4 0.4 0.005
Br -21.798 -9.562 16.668 0.7 0.8 0.6 0.001
Br -20.745 -6.421 16.625 0.0 -1.5 0.7 0.001
H -21.018 -8.037 18.555 0.4 -0.3 -0.2 0.000
C -16.732 -10.169 14.742 -1.4 1.7 -0.5 0.022
C -17.415 -11.094 13.656 1.4 -0.1 2.1 0.034
C -18.108 -12.201 14.515 -0.8 0.1 -1.5 0.165
S -17.157 -12.232 16.123 -0.1 -1.0 -0.3 0.091
O -16.487 -13.514 16.161 0.3 0.0 0.2 0.334
O -18.123 -11.810 17.068 -0.1 0.2 0.9 0.142
C -15.909 -10.963 15.728 1.1 -0.1 -2.3 0.119
H -17.383 -9.559 15.368 -1.0 -0.3 -0.4 0.002
H -16.221 -9.349 14.238 0.9 -0.4 0.1 0.013
H -16.595 -11.480 13.051 0.0 -0.5 0.1 0.000
H -18.057 -10.606 12.923 -0.5 0.1 0.6 0.013
H -18.201 -13.218 14.134 0.7 0.0 -0.1 0.000
H -19.118 -11.971 14.854 0.2 0.5 0.2 0.004
H -15.178 -11.505 15.129 0.3 -0.5 0.4 0.002
H -15.382 -10.503 16.564 -0.6 0.0 0.2 0.002
C -9.213 -12.076 14.112 -1.3 0.0 1.5 0.000
C -9.913 -13.442 14.363 0.6 -0.6 -1.3 0.000
C -11.093 -13.336 15.380 1.7 1.0 -0.8 0.000
S -11.983 -11.883 14.823 1.1 -0.4 -2.3 0.000
O -12.575 -11.134 15.938 -0.2 -0.7 -1.2 0.002
O -12.771 -12.351 13.629 1.1 1.4 2.7 0.000
C -10.333 -10.993 14.275 0.2 -0.7 0.2 0.000
H -8.569 -11.991 13.237 -0.7 -0.3 -0.4 0.000
H -8.498 -11.954 14.925 -0.1 0.3 0.2 0.000
H -9.122 -14.111 14.702 -0.4 -0.3 0.4 0.000
H -10.187 -13.838 13.385 -0.6 -0.1 0.1 0.000
H -10.552 -13.004 16.265 -0.7 -0.4 0.7 0.000
H -11.760 -14.193 15.472 0.3 0.1 0.1 0.000
H -10.015 -10.408 15.138 -0.7 0.4 -0.1 0.000
H -10.450 -10.388 13.376 -0.5 0.0 0.3 0.000
```
Forces are in eV/Å.

=====

Entry from OMol25: 2 unconnected molecules or ions with the total composition C4H11NO at a distorted geometry (ωB97M-V/def2-TZVPD).

The SMILES is C/C=C/CN.O. As for the lowest unoccupied orbital energy: 0.8083 eV.

XYZ file:
```
17
Properties=species:S:1:pos:R:3:forces:R:3:nbo_charge:R:1
C 2.594 -2.027 0.941 -0.1 3.2 -1.5 -0.637
C 1.270 -1.333 0.928 0.9 -0.4 -1.1 -0.120
C 0.409 -1.369 -0.077 -1.1 2.4 3.8 -0.245
C -0.801 -0.451 0.111 0.0 1.3 -1.3 -0.259
N -1.582 -0.804 1.375 -0.1 -1.9 -3.2 -0.799
H 2.672 -2.704 0.138 0.2 -0.6 -1.3 0.202
H 2.720 -2.618 1.783 0.8 -0.5 2.1 0.217
H 3.274 -1.093 0.758 -0.3 -2.2 0.8 0.217
H 1.210 -0.528 1.613 -0.6 0.4 1.2 0.185
H 0.640 -1.959 -0.861 0.0 -1.9 -2.7 0.194
H -1.400 -0.424 -0.879 0.5 -0.1 1.6 0.172
H -0.431 0.608 0.232 -0.3 -1.0 -0.1 0.190
H -2.067 -1.634 0.923 0.4 0.6 1.6 0.340
H -2.358 -0.170 1.420 -0.4 0.8 0.2 0.344
O -1.690 5.273 -2.971 -3.2 2.6 2.0 -0.934
H -2.696 5.166 -3.165 2.6 0.1 0.3 0.467
H -1.764 6.067 -2.269 0.5 -2.7 -2.3 0.467
```
Forces are in eV/Å.

=====

| no. | DFT total energy (hartree) |
| --- | --- |
| 1 | -3184.95670 |
| 2 | -4718.96147 |
| 3 | -24693.50764 |
| 4 | -288.91184 |